Formula: C7H22N10O11Pb
Source: the OMol25 dataset
Level of theory: ωB97M-V with the def2-TZVPD basis set

ΔE to the lowest compared entry with this formula, charge and spin ... 23.5 kcal/mol
Frontier orbital gap ... 7.835 eV
Total charge ... 0
F_max ... 0.039 Eh/bohr
Spin multiplicity ... 1
Highest occupied orbital energy ... -7.625 eV

Structure (XYZ):
```
51
Properties=species:S:1:pos:R:3:forces:R:3
Pb -0.54341 0.20697 -0.46990 -0.497 1.119 -0.533
O 2.15331 0.35297 0.42993 0.495 0.127 0.564
O -0.83135 0.01926 -3.04494 0.491 -0.044 0.112
O -2.61343 -1.32278 -0.44574 -0.633 -0.029 -0.018
O -0.60525 2.62091 -1.23571 -0.240 -0.063 -0.176
O -4.76280 -0.95381 -1.00182 0.496 -0.061 0.436
O -0.18178 -1.29785 1.69253 0.463 0.348 0.051
O -0.64319 4.57674 -2.32079 0.209 0.194 0.188
O -0.15912 1.86903 1.58217 0.295 0.016 0.429
O 0.77353 -1.78094 -1.20287 -0.199 -0.579 -0.507
O 1.30630 3.72738 -1.70615 -0.010 -0.261 0.332
O -3.22902 0.72179 -1.08645 -0.556 -0.879 -0.031
N -1.23538 -3.09705 2.50890 0.301 0.437 0.121
N 1.17229 -4.02434 -1.37751 0.331 0.095 0.217
N -1.34913 -1.07010 3.63879 0.001 -0.229 -0.095
N -2.14076 -1.28572 -4.34754 0.528 1.900 -0.348
N 0.31340 3.60715 2.95781 0.377 -0.979 -0.556
N 2.25623 -2.72538 0.21098 -0.670 -0.254 -0.675
N 4.34137 0.02191 1.00087 -0.178 0.521 0.239
N -2.65696 0.99171 -4.01002 1.383 -0.833 -0.637
N 3.69787 1.96696 -0.05189 -1.154 0.241 -0.167
N 0.71950 1.42101 3.65455 -0.003 0.147 -0.283
C -1.76909 -0.05379 -3.81938 -1.613 -0.558 1.082
C 0.30335 2.26552 2.63693 -0.758 0.428 0.365
C 0.06115 3.56134 -1.70875 0.827 -0.376 0.140
C -3.48765 -0.47780 -0.84789 1.388 0.833 0.095
C -0.89426 -1.77545 2.55904 -0.466 -0.550 0.172
C 3.30372 0.79091 0.47642 0.152 -0.880 -0.766
C 1.35707 -2.78175 -0.82231 0.292 -0.001 0.436
H 1.55473 -4.82397 -0.90905 -0.069 -0.096 -0.010
H 2.98027 2.54539 -0.54155 0.720 -0.376 0.352
H 0.09154 5.19349 -2.47697 -0.428 0.030 -0.257
H 1.35770 1.81183 4.32647 0.104 -0.089 0.013
H -2.91656 -1.27547 -4.97805 -0.183 -0.741 0.120
H -0.90022 -3.57294 1.69233 -0.192 -0.203 0.008
H -1.85028 -3.53541 3.16464 -0.080 -0.113 -0.061
H -1.34038 -0.06541 3.56774 0.062 -0.005 -0.032
H -2.87631 1.50135 -3.16537 -0.014 0.278 -0.124
H -2.06894 -1.48598 4.20093 -0.104 0.142 0.059
H -4.67030 -1.81061 -0.55500 -0.379 -0.027 -0.345
H 0.93224 0.48433 3.34352 0.033 0.010 -0.094
H 0.42283 -4.18728 -2.02167 -0.063 0.270 -0.085
H -3.25319 0.94064 -4.81132 -0.542 0.200 0.289
H 4.14633 -0.89517 1.35066 -0.181 -0.019 -0.110
H 2.89742 -3.47983 0.34770 0.183 0.104 0.363
H 2.25895 -1.84089 0.69831 0.232 0.061 -0.016
H 4.66315 2.21929 0.03037 -0.082 0.422 -0.179
H 5.28617 0.19149 0.71431 0.082 0.044 -0.012
H 0.33401 3.90575 3.91173 -0.010 0.255 0.011
H -0.00298 4.19208 2.20444 -0.153 0.273 0.219
H -1.70271 -2.08749 -3.94343 0.014 -0.249 -0.299
```
Positions in Å, forces in eV/Å.

Formula: C2H6FInO2
Source: the OMol25 dataset
Level of theory: ωB97M-V with the def2-TZVPD basis set

ΔE to the lowest compared entry with this formula, charge and spin ... 0.0 kcal/mol
Frontier orbital gap ... 6.685 eV
Total charge ... +2
F_max ... 0.084 Eh/bohr
Spin multiplicity ... 1
Highest occupied orbital energy ... -21.354 eV

Structure (XYZ):
```
12
Properties=species:S:1:pos:R:3:forces:R:3
In -13.92059 -9.17201 10.73768 -2.141 3.300 -0.200
F -15.19591 -7.61829 11.69933 2.542 -3.037 -1.704
O -12.37535 -8.12733 8.85355 0.491 -0.953 2.766
O -14.78146 -9.70139 8.69233 0.913 0.033 2.639
C -14.36235 -8.80522 7.67923 -0.329 1.413 -2.051
C -13.44361 -7.65891 8.15224 -2.991 0.570 -0.885
H -14.79739 -10.61130 8.38669 -0.048 -0.762 -0.163
H -11.88702 -8.72914 8.28700 0.891 -0.330 -0.239
H -14.11810 -7.04905 8.75327 0.491 0.360 0.824
H -15.31334 -8.33580 7.42750 0.164 0.175 -0.707
H -13.91157 -9.32028 6.83093 -0.166 -0.365 0.133
H -13.17700 -6.98534 7.33780 0.183 -0.403 -0.414
```
Positions in Å, forces in eV/Å.

Formula: C6H14
Source: the OMol25 dataset
Level of theory: ωB97M-V with the def2-TZVPD basis set

ΔE to the lowest compared entry with this formula, charge and spin ... 176.2 kcal/mol
Frontier orbital gap ... 4.745 eV
Total charge ... 0
F_max ... 0.045 Eh/bohr
Spin multiplicity ... 1
Highest occupied orbital energy ... -6.457 eV

Structure (XYZ):
```
20
Properties=species:S:1:pos:R:3:forces:R:3
C 1.96330 -1.04018 -0.58572 0.205 0.684 0.367
C 2.28646 0.15847 0.32917 -1.005 0.606 -0.612
C 1.06232 1.14436 0.37299 -0.502 -0.767 0.118
C -1.41111 0.68263 -0.22527 -1.806 -0.025 1.423
C -0.27796 0.44712 0.67664 0.393 2.115 -0.711
C -2.21109 -0.61309 -0.62217 0.395 0.234 -0.177
H -2.85455 -0.87984 0.38385 0.059 -0.042 0.237
H 0.93131 -1.18068 -0.29087 -0.292 -1.053 -0.379
H -0.53206 0.58848 1.72587 -0.087 -0.663 -0.041
H 2.35851 -0.19948 1.35206 0.448 -0.100 0.103
H -2.13732 1.30524 0.35124 -0.124 -0.206 -0.441
H -2.94630 -0.48326 -1.42297 0.345 -0.075 -0.258
H -1.26756 1.20037 -1.18371 0.878 -0.259 0.237
H 2.00995 -0.85192 -1.65786 -0.066 0.405 0.007
H 0.88688 1.78612 -0.49830 0.527 -0.538 -0.377
H -1.55450 -1.48170 -0.69154 -0.167 -0.078 -0.302
H 2.58765 -1.91533 -0.41722 -0.101 -0.021 0.314
H 3.16451 0.71556 0.03148 0.395 -0.007 0.150
H -3.22273 -1.26864 1.19538 0.104 0.057 0.253
H 1.16428 1.88578 1.17693 0.402 -0.266 0.090
```
Positions in Å, forces in eV/Å.